1.
A structure of composition C17H31N2SY. Source: the OMol25 dataset; level of theory: ωB97M-V/def2-TZVPD.

Summary:
- HOMO-LUMO gap (spin up / spin down): 0.156 / 0.156 Eh
- Total energy: -1211.7055 Eh
- E_HOMO (spin up / spin down): -13.234 / -13.233 eV
- ΔE to the lowest compared entry with this formula, charge and spin: 3.327 eV
- Net charge: +2
- F_max: 5.12 eV/Å

Positions of all 52 atoms, in Å:
C  -1.56  -1.55  -1.02
H  -2.17  -1.37  -1.94
H  -1.07  -2.49  -1.24
H  -0.55  2.02  -2.91
C  -2.54  -1.79  0.13
H  -2.05  -1.87  1.10
H  -3.22  -0.94  0.20
C  -3.41  -3.06  -0.11
H  -4.07  -3.30  0.73
H  -4.06  -2.91  -0.98
H  -2.78  -3.93  -0.31
C  1.60  0.37  0.77
C  0.95  -0.76  1.34
C  0.93  -1.78  0.37
C  1.52  -1.28  -0.83
C  1.99  0.05  -0.58
C  2.92  0.83  -1.42
C  1.79  -2.07  -2.07
C  0.56  -3.21  0.59
C  0.67  -0.96  2.78
C  2.22  1.47  1.58
Y  -0.42  0.32  -1.38
H  1.64  -1.48  -2.99
H  2.84  -2.44  -2.07
H  1.14  -2.97  -2.13
H  3.03  0.39  -2.42
H  2.57  1.86  -1.56
H  3.92  0.88  -0.97
H  1.70  1.62  2.54
H  3.28  1.23  1.82
H  2.23  2.43  1.04
H  -0.10  -1.72  2.94
H  1.57  -1.30  3.31
H  0.33  -0.04  3.27
H  -0.11  -3.61  -0.17
H  1.47  -3.83  0.57
H  0.06  -3.35  1.56
S  0.53  2.81  -2.48
C  -0.56  3.48  -1.26
N  -0.75  2.83  -0.05
C  -1.12  3.74  1.08
C  -2.23  4.68  0.66
C  -1.91  5.40  -0.63
N  -1.46  4.39  -1.61
H  0.08  2.27  0.25
H  -0.21  4.30  1.34
H  -1.40  3.12  1.93
H  -2.38  5.43  1.44
H  -3.17  4.13  0.55
H  -1.09  6.12  -0.49
H  -2.77  5.93  -1.06
H  -1.38  4.70  -2.58

In elementary charge units, the Löwdin charges are: -0.3522 0.0543 0.0267 -0.0674 -0.3241 0.0858 0.0909 -0.0963 0.0791 0.0779 0.0734 -0.2850 -0.2188 -0.2383 -0.3446 -0.3760 -0.0781 -0.0309 -0.0130 -0.0236 -0.0423 1.4665 0.0807 0.1155 0.0915 0.0878 -0.0068 0.1089 0.0838 0.1151 0.0736 0.0786 0.1142 0.0800 0.0726 0.1143 0.0892 0.9872 -0.6035 0.0125 -0.1124 -0.1432 -0.1060 0.0874 0.0808 0.1465 0.1441 0.1464 0.1366 0.1502 0.1489 0.1616

=====

2.
A cluster of 5 separate species, C17H31N3O4S in total. Source: the OMol25 dataset; level of theory: ωB97M-V/def2-TZVPD.

Summary:
- HOMO-LUMO gap: 0.355 Eh
- Total energy: -1529.6936 Eh
- E_HOMO: -9.367 eV
- ΔE to the lowest compared entry with this formula, charge and spin: 0.000 eV
- F_max: 3.16 eV/Å

Positions of all 56 atoms, in Å:
C  -0.98  0.84  -3.87
C  -0.05  -0.30  -4.31
O  -0.95  -1.31  -4.77
C  -2.17  -1.06  -4.26
O  -3.08  -1.78  -4.28
O  -2.23  0.17  -3.71
H  -1.05  1.74  -4.49
H  -0.58  1.20  -2.91
H  0.44  -0.64  -3.40
H  0.74  0.03  -4.97
C  3.85  -4.67  0.82
C  2.65  -4.36  -0.07
C  2.93  -4.39  -1.59
C  3.93  -5.42  -1.95
N  4.69  -6.21  -2.22
H  4.59  -3.87  0.72
H  4.24  -5.67  0.73
H  3.50  -4.47  1.85
H  2.18  -3.42  0.22
H  1.83  -5.06  0.14
H  3.33  -3.43  -1.93
H  2.03  -4.69  -2.14
C  -1.83  0.39  5.24
C  -3.21  0.61  5.80
C  -4.23  1.35  4.91
C  -4.15  1.12  3.45
N  -4.17  1.05  2.32
H  -1.83  -0.37  4.46
H  -1.14  0.13  6.04
H  -1.38  1.30  4.82
H  -3.14  1.23  6.70
H  -3.72  -0.29  6.14
H  -4.12  2.43  4.99
H  -5.25  1.04  5.15
C  -0.23  4.08  -1.13
C  1.28  4.23  -1.08
C  2.06  4.00  -2.37
C  2.20  2.69  -2.99
N  2.31  1.70  -3.61
H  -0.76  4.80  -1.75
H  -0.54  4.15  -0.09
H  -0.54  3.07  -1.39
H  1.57  3.61  -0.24
H  1.61  5.26  -0.93
H  3.09  4.35  -2.26
H  1.61  4.64  -3.14
C  -0.37  -1.04  -0.09
S  0.48  0.06  1.06
O  1.12  1.10  0.20
C  -1.02  0.80  1.70
H  0.41  -1.51  -0.67
H  -1.04  -0.45  -0.71
H  -0.92  -1.76  0.52
H  -0.84  1.66  2.35
H  -1.69  0.11  2.19
H  -1.47  1.25  0.81

In elementary charge units, the Löwdin charges are: -0.1316 -0.1322 0.0712 -0.6109 0.1972 0.0547 0.1274 0.0938 0.1094 0.1089 -0.1108 -0.2620 -0.1721 -0.2522 0.1457 0.0813 0.0694 0.0736 0.0907 0.1079 0.1176 0.1148 -0.1091 -0.2551 -0.1729 -0.2356 0.1595 0.0663 0.0774 0.0746 0.1081 0.1088 0.1215 0.1179 -0.1006 -0.2556 -0.1917 -0.1889 0.1593 0.0744 0.0742 0.0525 0.0923 0.1087 0.1196 0.1243 -0.2538 0.8182 -0.5624 -0.2930 0.0359 0.0505 0.0597 0.0518 0.0204 0.0511

=====

3.
An isolated molecule of C17H31N3O5S. Source: the OMol25 dataset; level of theory: ωB97M-V/def2-TZVPD.

Summary:
- HOMO-LUMO gap: 0.361 Eh
- Total energy: -1605.0407 Eh
- E_HOMO: -9.147 eV
- ΔE to the lowest compared entry with this formula, charge and spin: 0.649 eV
- Structure (SMILES): CCN(CC)S(=O)(=O)N1CCC(C(=O)N2CCC3(CC2)OCCO3)CC1
- F_max: 1.07 eV/Å

Positions of all 57 atoms, in Å:
C  4.34  1.18  -1.96
C  4.72  1.56  -0.54
N  3.63  2.22  0.14
C  3.64  3.67  0.21
C  4.66  4.22  1.20
S  3.10  1.43  1.50
O  4.20  0.93  2.28
O  2.14  2.27  2.15
N  2.38  0.13  0.76
C  2.23  -1.05  1.61
C  1.80  -2.24  0.76
C  0.52  -1.95  -0.04
C  -0.70  -1.92  0.89
O  -0.60  -1.81  2.09
N  -1.92  -2.03  0.31
C  -2.26  -2.18  -1.09
C  -3.08  -0.99  -1.57
C  -4.34  -0.83  -0.72
C  -3.95  -0.75  0.76
C  -3.10  -1.96  1.15
O  -5.05  0.32  -1.14
C  -6.42  0.08  -0.92
C  -6.54  -1.46  -0.82
O  -5.21  -1.92  -0.96
C  0.69  -0.63  -0.80
C  1.12  0.49  0.13
H  5.17  0.67  -2.45
H  3.48  0.51  -1.94
H  4.08  2.06  -2.54
H  5.61  2.20  -0.55
H  4.96  0.66  0.04
H  3.82  4.05  -0.80
H  2.63  3.96  0.53
H  4.46  3.81  2.18
H  5.67  3.96  0.91
H  4.58  5.31  1.24
H  3.20  -1.23  2.07
H  1.49  -0.87  2.39
H  1.64  -3.10  1.41
H  2.60  -2.48  0.05
H  0.38  -2.78  -0.75
H  -1.37  -2.29  -1.70
H  -2.87  -3.09  -1.20
H  -3.38  -1.14  -2.61
H  -2.52  -0.06  -1.50
H  -3.39  0.17  0.92
H  -4.85  -0.72  1.38
H  -2.77  -1.89  2.18
H  -3.69  -2.87  1.01
H  -6.75  0.57  0.00
H  -6.97  0.49  -1.77
H  -7.13  -1.89  -1.63
H  -6.96  -1.77  0.14
H  -0.24  -0.34  -1.30
H  1.46  -0.77  -1.56
H  1.30  1.41  -0.42
H  0.35  0.67  0.89

In elementary charge units, the Löwdin charges are: -0.0661 -0.2583 -0.2635 -0.2548 -0.0730 0.6242 -0.2703 -0.2584 -0.2174 -0.1875 -0.1136 -0.2205 -0.4079 0.0638 -0.0384 -0.1291 -0.0487 -0.5218 -0.0456 -0.1152 -0.0390 -0.1443 -0.1406 -0.0469 -0.1128 -0.1965 0.0736 0.0527 0.0714 0.1176 0.1065 0.1216 0.1095 0.0687 0.0690 0.0759 0.1180 0.1240 0.1244 0.1220 0.1379 0.1137 0.1357 0.1335 0.1235 0.1366 0.1279 0.1230 0.1357 0.1211 0.1233 0.1235 0.1214 0.1013 0.1158 0.1199 0.1331

=====

4.
A structure of composition C17H31N4O4PRhS3. Source: the OMol25 dataset; level of theory: ωB97M-V/def2-TZVPD.

Summary:
- HOMO-LUMO gap (spin up / spin down): 0.271 / 0.271 Eh
- Total energy: -2832.6765 Eh
- E_HOMO (spin up / spin down): -11.370 / -11.370 eV
- ΔE to the lowest compared entry with this formula, charge and spin: 0.000 eV
- Net charge: +1
- F_max: 0.44 eV/Å

Positions of all 61 atoms, in Å:
Rh  0.75  -1.19  -1.13
O  2.76  -1.37  -0.98
N  3.17  -1.72  0.19
N  2.27  -1.99  1.03
O  0.96  -1.92  0.77
C  2.65  -2.39  2.36
C  3.99  -2.42  2.73
C  4.32  -2.81  4.01
C  3.33  -3.17  4.92
C  1.99  -3.13  4.53
C  1.65  -2.74  3.25
H  4.76  -2.15  2.02
H  5.36  -2.84  4.31
H  3.59  -3.48  5.92
H  1.22  -3.41  5.23
H  0.62  -2.72  2.93
C  -2.33  0.27  3.41
C  -1.51  -0.79  2.71
N  -1.65  -0.72  1.25
C  -2.03  -1.66  0.39
S  -1.56  -1.51  -1.28
N  -2.83  -2.67  0.70
C  -3.70  -2.85  1.86
C  -4.89  -3.70  1.47
H  -2.15  0.23  4.49
H  -3.40  0.13  3.23
H  -2.06  1.27  3.06
H  -1.78  -1.79  3.05
H  -0.45  -0.67  2.92
H  -1.15  0.04  0.81
H  -2.95  -3.34  -0.05
H  -4.03  -1.87  2.20
H  -3.15  -3.33  2.67
H  -5.45  -3.24  0.65
H  -5.56  -3.82  2.32
H  -4.58  -4.70  1.16
C  -2.75  2.80  -3.40
C  -1.47  2.10  -3.79
C  -0.82  2.68  -5.02
O  -0.58  2.22  -2.62
P  0.79  1.45  -2.47
S  0.97  0.98  -0.49
S  0.85  -0.34  -3.35
O  1.93  2.37  -2.99
C  2.20  3.71  -2.41
C  2.31  4.67  -3.57
C  3.47  3.60  -1.59
H  -3.49  2.67  -4.18
H  -2.57  3.87  -3.26
H  -3.14  2.38  -2.47
H  -1.64  1.03  -3.92
H  -0.66  3.76  -4.91
H  -1.47  2.53  -5.88
H  0.14  2.21  -5.25
H  1.35  3.97  -1.78
H  3.09  4.34  -4.26
H  2.58  5.66  -3.20
H  1.37  4.75  -4.11
H  4.29  3.28  -2.23
H  3.35  2.88  -0.78
H  3.71  4.57  -1.17

In elementary charge units, the Löwdin charges are: 0.4231 -0.2623 0.0286 -0.1812 -0.2480 -0.1596 -0.0089 -0.0588 -0.0671 -0.0626 -0.0207 0.1140 0.1136 0.1113 0.1099 0.0922 -0.0622 -0.2253 0.0260 -0.7330 0.6564 0.0254 -0.2230 -0.0701 0.0850 0.0710 0.0822 0.0986 0.1126 0.0585 0.1217 0.1145 0.1162 0.0861 0.0854 0.0843 -0.0360 -0.4419 -0.0406 -0.2961 -0.0115 0.4637 0.4129 -0.2811 -0.4305 -0.0280 -0.0390 0.0940 0.0916 0.0856 0.1132 0.0837 0.0971 0.0762 0.1353 0.0981 0.0949 0.0711 0.0973 0.0620 0.0943

=====

Copy entry 1 word for word.
A structure of composition C17H31N2SY. Source: the OMol25 dataset; level of theory: ωB97M-V/def2-TZVPD.

Summary:
- HOMO-LUMO gap (spin up / spin down): 0.156 / 0.156 Eh
- Total energy: -1211.7055 Eh
- E_HOMO (spin up / spin down): -13.234 / -13.233 eV
- ΔE to the lowest compared entry with this formula, charge and spin: 3.327 eV
- Net charge: +2
- F_max: 5.12 eV/Å

Positions of all 52 atoms, in Å:
C  -1.56  -1.55  -1.02
H  -2.17  -1.37  -1.94
H  -1.07  -2.49  -1.24
H  -0.55  2.02  -2.91
C  -2.54  -1.79  0.13
H  -2.05  -1.87  1.10
H  -3.22  -0.94  0.20
C  -3.41  -3.06  -0.11
H  -4.07  -3.30  0.73
H  -4.06  -2.91  -0.98
H  -2.78  -3.93  -0.31
C  1.60  0.37  0.77
C  0.95  -0.76  1.34
C  0.93  -1.78  0.37
C  1.52  -1.28  -0.83
C  1.99  0.05  -0.58
C  2.92  0.83  -1.42
C  1.79  -2.07  -2.07
C  0.56  -3.21  0.59
C  0.67  -0.96  2.78
C  2.22  1.47  1.58
Y  -0.42  0.32  -1.38
H  1.64  -1.48  -2.99
H  2.84  -2.44  -2.07
H  1.14  -2.97  -2.13
H  3.03  0.39  -2.42
H  2.57  1.86  -1.56
H  3.92  0.88  -0.97
H  1.70  1.62  2.54
H  3.28  1.23  1.82
H  2.23  2.43  1.04
H  -0.10  -1.72  2.94
H  1.57  -1.30  3.31
H  0.33  -0.04  3.27
H  -0.11  -3.61  -0.17
H  1.47  -3.83  0.57
H  0.06  -3.35  1.56
S  0.53  2.81  -2.48
C  -0.56  3.48  -1.26
N  -0.75  2.83  -0.05
C  -1.12  3.74  1.08
C  -2.23  4.68  0.66
C  -1.91  5.40  -0.63
N  -1.46  4.39  -1.61
H  0.08  2.27  0.25
H  -0.21  4.30  1.34
H  -1.40  3.12  1.93
H  -2.38  5.43  1.44
H  -3.17  4.13  0.55
H  -1.09  6.12  -0.49
H  -2.77  5.93  -1.06
H  -1.38  4.70  -2.58

In elementary charge units, the Löwdin charges are: -0.3522 0.0543 0.0267 -0.0674 -0.3241 0.0858 0.0909 -0.0963 0.0791 0.0779 0.0734 -0.2850 -0.2188 -0.2383 -0.3446 -0.3760 -0.0781 -0.0309 -0.0130 -0.0236 -0.0423 1.4665 0.0807 0.1155 0.0915 0.0878 -0.0068 0.1089 0.0838 0.1151 0.0736 0.0786 0.1142 0.0800 0.0726 0.1143 0.0892 0.9872 -0.6035 0.0125 -0.1124 -0.1432 -0.1060 0.0874 0.0808 0.1465 0.1441 0.1464 0.1366 0.1502 0.1489 0.1616

=====

> What is the F_max in the third record?

1.07 eV/Å